Molecular formula: C3H8N3
Method: DFT, wB97M-V/def2-TZVPD

- electronic energy (eV) = -7701.14130
- charge = +1
- lowest unoccupied orbital energy (eV) = -3.4
- multiplicity = 1
- HOMO level (eV) = -13.83

The geometry in XYZ format:
```
14
Properties=species:S:1:pos:R:3:lowdin_charge:R:1
N -0.93 0.66 0.49 0.0671
N -1.48 -0.05 -0.65 0.2076
N 1.20 0.31 -0.42 -0.0360
C 0.32 1.33 0.18 -0.1279
C -0.72 -0.70 0.41 -0.1755
C 0.74 -0.94 0.17 -0.1397
H 0.36 2.10 -0.53 0.1164
H -1.26 -1.34 0.94 0.1292
H 2.20 0.33 -0.31 0.1312
H 1.04 -1.89 -0.26 0.1365
H 1.25 -1.18 1.11 0.1333
H 0.83 1.48 1.21 0.1774
H -1.08 -0.02 -1.57 0.1891
H -2.48 -0.10 -0.76 0.1913
```

***

Molecular formula: C5H8F6O9S2Tl
Method: DFT, wB97M-V/def2-TZVPD

- electronic energy (eV) = -66408.22963
- charge = -1
- lowest unoccupied orbital energy (eV) = -1.6
- multiplicity = 1
- HOMO level (eV) = -6.49

The geometry in XYZ format:
```
31
Properties=species:S:1:pos:R:3:lowdin_charge:R:1
Tl 1.28 0.83 -0.64 1.2185
S 2.69 -2.55 1.12 0.4424
S -2.27 2.59 -1.76 0.4366
F 1.93 -4.74 2.39 0.1347
F 0.82 -4.32 0.57 0.0880
F -4.74 2.65 -2.75 0.1225
F -3.85 0.63 -2.59 0.1216
F -3.26 2.02 -4.14 0.0927
F 0.41 -3.17 2.32 0.1151
O 2.43 1.17 1.84 -0.1016
O 2.96 -1.83 2.33 -0.3203
O -1.16 1.67 -1.94 -0.4521
O 2.05 -1.72 0.09 -0.4607
O -0.21 -1.43 -1.82 -0.2143
O -2.90 2.66 -0.47 -0.3221
O 3.75 -3.37 0.60 -0.3107
O -0.05 2.56 1.26 -0.0589
O -2.00 3.90 -2.33 -0.3294
C -0.97 -2.55 -1.37 -0.1203
C 2.19 2.35 2.21 -0.3273
C 1.40 -3.77 1.66 -0.6596
C -3.63 1.92 -2.85 -0.6690
C 0.61 2.80 2.31 -0.3119
H -1.71 -2.75 -2.15 0.0816
H -0.29 -3.41 -1.39 0.0671
H 2.84 3.06 1.66 0.1302
H -0.19 -1.45 -2.78 0.0798
H -1.31 -2.52 -0.34 0.0868
H 0.62 3.89 2.49 0.1435
H 0.07 2.44 3.20 0.1367
H 2.53 2.42 3.26 0.1603
```

***

Molecular formula: C35H52I2MnN7OP
Method: DFT, wB97M-V/def2-TZVPD

- electronic energy (eV) = -106426.22142
- lowest unoccupied orbital energy (spin up / spin down) (eV) = 0.2 / 0.2
- <S²> = 0.776
- multiplicity = 2
- HOMO level (spin up / spin down) (eV) = -6.32 / -6.38

The geometry in XYZ format:
```
99
Properties=species:S:1:pos:R:3:lowdin_spin:R:1
I 3.25 -0.69 0.54 -0.0038
I 3.67 -0.03 -3.04 -0.0003
Mn 0.82 0.90 0.49 0.9455
P -0.96 -1.39 -1.55 0.0027
O -0.24 -0.13 -1.16 0.0130
N -0.76 2.07 0.26 -0.0078
N -0.14 -2.19 -2.73 0.0005
N -1.18 -2.36 -0.24 0.0001
N 2.97 0.25 2.98 -0.0004
N -2.49 -1.21 -2.17 0.0005
N 1.66 2.49 -0.35 -0.0122
N 0.26 0.90 2.53 -0.0034
C 0.88 -2.62 -4.79 0.0000
C -2.51 -3.30 1.43 0.0000
C -0.37 -2.26 0.99 0.0001
C 0.81 3.43 -0.75 0.0077
C 3.76 3.54 0.64 -0.0010
C 0.08 -3.86 -4.39 0.0000
C 3.83 -1.38 -1.42 -0.0001
C -2.94 -1.62 -3.49 0.0000
C 0.50 5.73 -1.80 0.0030
C -4.86 -0.91 -2.26 0.0000
C -0.76 1.89 2.86 -0.0009
C -0.20 -0.27 4.61 0.0054
C 2.83 1.70 3.00 0.0060
C -0.22 -1.43 5.38 0.0004
C -1.73 4.75 -2.11 0.0034
C 4.18 2.42 2.96 0.0006
C -2.12 1.61 2.25 -0.0003
C 0.51 -2.60 5.26 0.0060
C -2.23 -3.36 -0.06 0.0000
C 0.60 0.04 3.49 0.0037
C -4.40 -1.99 -3.25 0.0000
C -2.04 1.56 0.71 -0.0002
C 2.26 -1.89 3.62 0.0056
C -1.11 -3.12 2.02 0.0000
C 3.08 2.77 -0.51 -0.0045
C 1.21 4.72 -1.15 0.0049
C -0.62 3.04 -0.60 0.0007
C 4.70 2.72 1.55 0.0001
C -3.59 -0.55 -1.46 0.0000
C 1.60 -2.79 4.41 0.0006
C 0.23 -1.51 -3.98 0.0001
C -1.67 3.59 -1.38 0.0104
C -0.18 -3.65 -2.90 0.0002
C 1.98 -0.50 3.39 0.0004
C -0.79 5.76 -2.28 0.0092
H -3.02 -4.19 1.80 0.0000
H -2.50 0.65 2.63 0.0000
H 3.22 3.30 -1.45 -0.0007
H 2.06 -3.78 4.45 -0.0001
H -2.57 2.99 -1.41 0.0005
H -0.87 -3.89 -4.94 0.0000
H 0.22 -3.43 5.90 0.0004
H 0.61 -4.11 -2.30 0.0000
H -3.13 -2.43 1.65 0.0000
H 4.90 -1.58 -1.32 0.0000
H -5.67 -1.25 -1.62 0.0000
H 4.08 3.37 3.50 0.0000
H -2.83 2.38 2.57 0.0000
H -1.10 6.64 -2.83 0.0005
H -1.00 -1.45 6.13 -0.0001
H -1.13 -4.08 -2.58 0.0000
H -0.40 2.85 2.47 -0.0002
H -2.87 -0.80 -4.21 0.0000
H 1.09 6.63 -1.98 0.0000
H 2.23 4.97 -0.92 0.0005
H 0.89 -0.68 -3.78 0.0000
H 4.35 4.35 0.19 -0.0002
H 0.85 -2.43 -5.87 0.0000
H -0.65 -1.12 -4.51 0.0000
H 2.23 2.08 2.17 0.0029
H 4.95 1.78 1.05 0.0000
H 3.31 -2.29 -1.67 -0.0001
H -5.21 -0.04 -2.80 0.0000
H -2.88 2.09 0.28 -0.0001
H -2.35 -2.45 -3.88 0.0000
H 2.28 2.01 3.90 0.0001
H -3.45 0.53 -1.43 0.0000
H -4.99 -2.01 -4.16 0.0000
H -1.02 0.41 4.82 0.0004
H 0.65 -2.60 0.83 -0.0001
H 2.99 4.04 1.23 0.0000
H -0.33 -1.22 1.33 0.0000
H -4.45 -2.98 -2.79 0.0000
H -2.68 4.91 -2.61 -0.0001
H 3.21 -2.21 3.21 0.0003
H -0.86 2.03 3.94 0.0000
H -1.87 -4.36 -0.34 0.0000
H -2.10 0.52 0.38 0.0000
H -0.62 -4.09 2.13 0.0000
H -1.12 -2.65 3.00 0.0000
H 1.92 -2.74 -4.50 0.0000
H 5.65 3.25 1.65 0.0000
H 0.59 -4.80 -4.59 0.0000
H -3.64 -0.91 -0.43 0.0000
H 4.92 1.82 3.50 0.0002
H 3.60 1.82 -0.64 -0.0004
H -3.09 -3.13 -0.69 0.0000
```